Here is CH3BrN2O2 in the gas phase at a distorted geometry from OMol25. Energies are from ωB97M-V/def2-TZVPD.

Output
- electronic energy (eV) = -78194.9614
- total charge = 0
- LUMO level (spin up / spin down) (eV) = -2.155 / -2.148
- Kohn-Sham gap (spin up / spin down) (eV) = 6.751 / 6.770
- spin multiplicity = 1
- HOMO (spin up / spin down) (eV) = -8.9058 / -8.9182
- ΔE to the lowest compared entry with this formula, charge and spin (eV) = 5.3466

Structure (XYZ):
```
9
CH3BrN2O2 | OMol25 | ωB97M-V/def2-TZVPD
C -1.110 -0.139 0.824
N 0.897 1.476 -0.880
N -0.298 -0.868 0.020
O -0.541 -1.339 -1.065
O 0.877 -1.047 0.569
Br 2.039 0.661 0.145
H -0.811 0.118 1.784
H -2.082 0.221 0.347
H 1.029 0.917 -1.744
```